DFT (the ωB97M-V functional and the def2-TZVPD basis) results for a molecular structure, C40H27F6N10OSV at a distorted geometry.

XYZ file:
```
86
Properties=species:S:1:pos:R:3:lowdin_spin:R:1
C 3.026 -0.119 -5.168 0.000
C -0.232 -0.045 3.486 -0.004
N -6.298 3.301 0.872 0.000
H -1.812 4.079 -0.409 0.000
C -1.390 1.994 -0.492 0.007
F -1.956 -3.154 3.672 -0.004
F 5.535 -2.918 1.903 0.000
C 3.548 -1.480 -4.751 0.000
F 7.937 -2.177 1.209 -0.001
C -2.231 3.081 -0.389 0.000
N 1.346 -1.895 -3.785 -0.001
H 1.974 -2.660 -5.639 0.000
H -3.586 -0.465 -0.343 0.000
C -0.671 -0.768 1.278 -0.081
C -3.226 0.556 -0.357 0.004
C -3.227 -4.764 0.087 0.007
H -5.449 5.676 1.534 0.000
N 10.613 -1.319 0.123 -0.004
H -1.713 3.731 5.127 0.000
C -1.329 -1.929 1.758 -0.003
C 3.239 -2.076 0.514 0.004
H 1.666 1.240 -4.193 0.000
C 5.997 -0.408 -1.325 -0.001
H -4.936 1.538 2.426 0.000
C -3.033 -4.428 -1.257 0.000
C -6.557 2.176 0.161 0.000
H -2.861 -4.266 2.133 0.000
N 8.922 1.192 -2.897 -0.003
F 6.113 0.389 -2.357 0.000
C 1.126 -0.598 -3.659 0.000
C -2.277 4.598 4.788 0.000
H 4.054 -1.407 -3.785 0.000
C 2.918 -2.949 1.617 0.002
H 0.699 -2.520 -3.340 0.000
C -2.299 -3.320 -1.536 0.006
N 0.993 -1.450 -0.498 -0.008
S -0.249 0.085 -2.780 -0.031
C -3.963 5.206 3.011 0.000
C -2.691 -3.995 1.106 0.000
C 4.535 -1.685 0.145 0.001
C 2.398 -2.463 -4.656 0.000
H -2.125 -2.987 -2.548 0.001
C -1.374 -2.080 3.149 -0.005
H -2.767 5.031 5.660 0.000
H 2.713 -3.411 -4.229 0.000
V -0.785 -0.929 -0.717 1.083
N -5.457 1.310 -0.109 -0.002
C -3.645 2.909 3.476 0.000
C 8.687 0.443 -2.055 0.000
C -4.933 4.887 2.073 0.000
C 7.180 -0.853 -0.613 0.002
H -4.261 3.752 -0.273 0.000
C 2.066 -1.621 -0.085 0.032
H -1.573 5.343 4.418 0.000
C 4.770 -0.813 -0.958 0.001
C -4.125 1.603 -0.245 -0.001
H 2.682 -0.125 -6.201 0.000
H -0.321 2.106 -0.580 0.000
H 3.791 0.647 -5.074 0.000
H -5.789 0.428 -0.468 0.000
C -0.839 -1.163 4.022 0.018
N 1.901 0.262 -4.285 -0.004
N -1.754 -2.563 -0.531 -0.016
H -0.891 -1.326 5.091 0.001
C -0.135 0.176 2.117 0.006
C 9.622 -0.945 -0.329 0.000
F 3.710 -0.391 -1.658 0.002
H -3.816 -5.637 0.341 0.000
C -4.632 2.574 2.547 0.001
F 0.291 0.843 4.306 -0.004
O -7.640 1.865 -0.265 0.000
C -1.935 -2.875 0.803 0.002
H -3.730 6.250 3.197 0.000
C 8.436 -0.471 -0.977 -0.005
N -1.894 0.745 -0.503 -0.014
C -3.597 2.900 -0.297 0.012
H -3.177 2.118 4.059 0.000
C -3.296 4.224 3.730 0.000
H 4.271 -1.834 -5.481 0.000
H 0.365 1.069 1.764 0.000
H -3.454 -5.017 -2.060 0.000
C 5.684 -2.124 0.861 0.000
N 2.533 -3.675 2.424 0.002
H -7.068 3.950 0.828 0.000
C 6.931 -1.742 0.507 -0.002
C -5.271 3.567 1.835 0.001
```

Results
- gap between HOMO and LUMO (alpha / beta) (eV) = 3.491 / 3.631
- multiplicity = 2
- total charge = +3
- <S²> = 0.7941
- relative energy (zero: lowest compared OMol25 entry of this formula, charge and spin) (kJ/mol) = 89.00
- M (g/mol) = 860.72

DFT (the ωB97M-V functional and the def2-TZVPD basis) results for a molecular structure, C40H29N6O2S2SbSe4Ti at a distorted geometry.

XYZ file:
```
85
Properties=species:S:1:pos:R:3:lowdin_spin:R:1
C -2.195 -5.565 0.332 0.000
C -0.045 3.726 -1.746 0.040
C 0.454 -3.008 -5.100 0.041
C -3.202 -6.172 -2.181 0.000
C -0.168 7.286 3.081 0.031
S -0.208 6.913 1.402 0.007
C 3.165 -6.378 -2.928 0.000
H 3.864 -4.363 -3.177 0.000
Se 3.365 -1.252 4.040 0.001
C -4.800 -0.419 -0.108 0.000
C -3.484 -6.069 0.200 0.000
Se 2.743 -0.136 -0.004 0.021
Sb 2.207 0.215 2.506 0.000
H 2.008 -3.360 -1.931 0.000
C -0.383 -3.143 -1.096 0.001
C 0.749 -3.072 0.808 0.006
C 0.118 2.353 -1.400 0.068
N 0.151 -2.287 -0.193 0.013
C -0.175 3.136 -4.089 0.017
C 0.079 4.260 0.602 0.076
H 0.502 -4.854 -6.310 -0.001
O -1.066 -2.868 -2.071 0.000
C 0.493 -3.773 -6.291 0.001
C 0.159 1.380 -2.406 0.098
C 2.178 -7.188 -2.384 0.000
C -1.915 -5.677 -2.051 0.000
O 1.492 -2.709 1.677 0.002
C 0.376 -0.566 -4.357 0.097
N 0.399 0.073 -2.033 0.132
C 0.206 2.887 0.852 0.004
H -2.022 -2.120 0.175 0.001
H -3.526 -2.750 -0.318 0.000
N 0.404 -4.412 0.641 0.001
N 0.233 1.950 -0.088 0.094
Se -0.401 -0.125 2.362 0.013
H 0.384 -3.442 -4.113 0.002
H -0.295 3.410 -5.131 0.001
H 0.091 6.171 4.907 -0.001
C 3.093 -5.002 -2.768 0.000
C -0.080 -4.629 -0.699 0.000
H -5.512 -1.231 -0.184 0.000
H -0.355 5.123 -3.367 -0.001
C 2.031 -4.435 -2.079 0.000
N -2.486 0.234 0.014 0.004
C -4.229 1.883 0.103 0.000
H -0.277 8.309 3.404 0.002
C -0.045 4.666 -0.730 0.022
C 0.035 5.210 1.704 -0.006
H -1.301 -5.527 -2.928 0.000
H -4.095 -6.215 1.083 0.000
C 0.029 1.757 -3.772 0.020
C -5.198 0.894 -0.041 0.000
Se 2.760 2.481 3.188 -0.004
H -1.793 -5.319 1.307 0.000
C -0.206 4.078 -3.119 -0.015
H 0.345 -7.249 -1.269 0.000
H -2.131 2.252 0.202 0.000
C 0.562 -0.823 -3.000 0.026
H 0.000 1.030 -5.785 0.011
H 0.907 -1.796 -2.700 0.000
H -0.158 5.716 -0.976 0.001
H -6.249 1.156 -0.077 0.000
H -3.592 -6.393 -3.167 0.000
C 1.114 -6.621 -1.700 0.000
H 0.341 4.016 3.478 0.002
H 0.255 2.545 1.875 -0.001
H 1.009 -5.083 1.085 0.000
H 0.522 -3.316 -8.451 0.003
C 0.139 4.988 3.049 0.032
H 2.233 -8.264 -2.493 0.000
H -4.494 2.927 0.202 0.000
C -3.993 -6.365 -1.054 0.000
C 1.026 -5.238 -1.550 0.000
C -2.904 1.499 0.111 0.000
C 0.024 6.168 3.828 0.000
S 0.465 -1.332 -7.031 0.013
H 3.999 -6.819 -3.461 0.000
C 0.496 -3.010 -7.418 0.042
H -5.003 -6.741 -1.160 0.000
Ti 0.301 -0.103 0.020 0.948
N -3.023 -2.007 0.138 0.001
C -3.428 -0.722 -0.022 0.001
C 0.106 0.768 -4.739 0.139
C 0.443 -1.651 -5.314 -0.002
C -1.404 -5.361 -0.791 0.000
```

Results
- gap between HOMO and LUMO (alpha / beta) (eV) = 4.241 / 5.041
- multiplicity = 3
- total charge = -2
- <S²> = 2.0362
- relative energy (zero: lowest compared OMol25 entry of this formula, charge and spin) (kJ/mol) = 64.00
- M (g/mol) = 1175.31

DFT (the ωB97M-V functional and the def2-TZVPD basis) results for a molecular structure, C40H30BrClFHgN2O9.

XYZ file:
```
85
Properties=species:S:1:pos:R:3:lowdin_spin:R:1
H -4.561 -0.515 0.326 0.014
H 0.935 3.142 -4.678 0.000
C -3.125 -1.844 1.130 0.043
Hg -0.539 0.359 -0.027 0.003
C 2.393 0.651 3.644 0.000
C 0.307 -0.710 3.895 0.002
O -2.261 -5.072 -3.966 0.000
C 0.309 -2.906 4.911 0.000
H 2.848 4.863 -5.132 0.000
C 4.769 1.025 3.418 0.000
C -1.528 -1.417 5.289 0.001
H -2.501 -5.165 3.165 0.015
N -0.611 -1.826 -2.013 0.001
H 0.818 -1.117 1.683 0.000
C 4.869 1.313 4.770 0.000
H 3.641 -0.873 -1.523 0.000
C -3.484 -0.757 0.311 0.247
C 5.173 -0.731 -3.027 0.000
Cl -5.308 -4.548 3.244 -0.008
H 6.556 -0.413 -4.627 0.000
H 3.454 0.468 1.805 0.000
O -2.764 -0.047 -0.493 0.200
C 3.185 2.906 -5.985 0.000
O -0.708 -1.672 0.954 0.048
C -0.919 -0.453 4.494 0.000
C 1.090 1.881 -3.054 0.000
C 5.284 1.546 -6.048 0.000
C 4.841 0.863 -4.784 0.000
H -2.502 -1.216 5.717 0.000
C -2.668 -4.250 2.613 0.167
C -4.181 -2.555 1.785 0.134
H 3.077 4.842 -6.889 0.000
C 0.910 -1.948 4.111 0.000
C 1.046 0.307 3.023 0.000
H -5.195 -2.184 1.689 0.006
H 4.940 0.978 -6.920 0.000
H -3.137 -4.838 -4.291 0.000
C 1.910 0.929 -2.340 0.000
C -0.024 -2.993 -2.059 0.000
C -1.789 -1.706 -2.630 0.003
C -0.514 -4.120 -2.702 0.000
O -0.641 1.671 1.934 0.000
O -0.875 3.092 -3.507 0.000
C -1.607 -3.535 2.035 0.039
C 3.725 1.272 5.560 0.000
C -0.310 2.386 -2.657 0.000
Br 1.635 -3.160 -1.133 0.000
H 5.651 1.053 2.788 0.000
C 2.617 4.318 -6.049 0.000
H 0.012 -5.063 -2.692 0.000
C 5.609 -0.116 -4.192 0.000
H 5.101 3.550 -5.281 0.000
H -2.280 -0.746 -2.528 0.000
C 4.702 2.946 -6.103 0.000
H -0.589 -3.889 2.158 -0.001
H -1.411 0.496 4.325 0.000
H 2.792 2.326 -6.831 0.000
C -0.916 -2.641 5.508 0.001
C 2.500 0.946 5.002 0.000
H -3.360 -2.624 -3.766 0.000
F 5.965 -1.689 -2.486 0.000
H 1.608 0.927 5.613 0.000
H 6.374 1.570 -6.096 0.000
H 1.540 4.340 -6.195 0.000
C -3.940 -3.709 2.485 0.006
C 3.200 0.597 -3.011 0.000
C -2.389 -2.756 -3.302 0.001
H 1.871 -2.156 3.651 0.000
C 0.148 1.601 2.913 0.000
N 2.808 2.214 -4.741 0.000
O 1.653 0.367 -1.283 0.000
C 3.539 0.696 2.859 0.000
H 4.965 3.446 -7.037 0.000
O 1.281 -0.255 1.737 0.001
C 3.622 1.231 -4.184 0.000
H 3.788 1.500 6.618 0.000
O -0.746 2.089 -1.516 0.001
H 0.791 -3.866 5.056 0.000
C 1.589 2.440 -4.182 0.000
C -1.771 -2.329 1.355 0.074
O 0.223 2.380 3.870 0.000
H -1.404 -3.394 6.114 0.001
C 3.993 -0.396 -2.428 0.000
C -1.737 -3.981 -3.333 0.000
H 5.828 1.568 5.208 0.000
```

Results
- gap between HOMO and LUMO (alpha / beta) (eV) = 2.737 / 5.240
- multiplicity = 2
- total charge = -2
- <S²> = 0.7839
- M (g/mol) = 1017.63